This record from the Open Molecules 2025 dataset describes a structure of composition C32H65F5N4O4Si6TeV in a non-equilibrium geometry. The level of theory is ωB97M-V/def2-TZVPD.

```
118
Properties=species:S:1:pos:R:3:forces:R:3:mulliken_spin:R:1
V -0.3007 1.3153 -0.1086 0.4 0.4 1.2 3.0668
C -4.3927 -0.7702 3.4114 0.1 -0.4 0.6 -0.0009
N -3.9854 0.6010 3.1607 -0.1 -0.1 -0.4 -0.0014
C -5.0361 1.4390 2.6092 -0.1 1.9 1.7 -0.0003
C -2.6529 0.7974 2.8423 -0.1 0.4 -0.2 0.0257
O -1.8290 -0.0814 2.9562 0.2 -0.1 0.3 0.0147
C -2.2796 2.2025 2.3764 -0.3 0.2 0.5 0.0606
O -0.9065 2.4498 2.3978 0.2 -0.2 0.3 -0.1333
C -0.1805 2.3988 3.5956 0.0 0.1 -0.1 0.0134
C 1.0927 1.6234 3.2464 -0.4 0.0 0.3 0.0180
O 1.0546 0.8750 2.3011 0.4 0.0 -0.1 -0.0029
N 2.1921 1.7425 4.0596 0.1 0.0 -0.2 -0.0001
C 3.3962 1.0563 3.6049 -0.1 0.0 0.0 -0.0006
C 2.4443 2.9324 4.8505 -0.1 -0.1 0.0 0.0006
H -5.2131 -0.7741 4.1325 0.0 0.0 0.1 0.0001
H -4.7249 -1.2625 2.4908 0.4 0.1 1.6 -0.0002
H -3.5480 -1.3232 3.8098 0.0 0.0 0.1 0.0002
H -5.9423 1.2900 3.1989 0.0 0.0 0.0 -0.0001
H -4.7774 2.4924 2.6576 0.1 0.1 0.1 -0.0001
H -5.2609 1.1873 1.5673 -1.2 3.4 1.5 0.0020
H -2.5536 2.3075 1.3207 -0.2 0.0 0.8 -0.0379
H -2.8275 2.9506 2.9630 0.1 0.1 0.1 0.0037
H 0.0605 3.4200 3.9030 -0.1 0.0 0.1 0.0043
H -0.7029 1.8984 4.4192 0.0 -0.1 -0.1 -0.0006
H 3.1155 0.1726 3.0386 0.0 0.0 0.0 0.0012
H 3.9930 1.6981 2.9501 0.0 0.0 0.0 -0.0002
H 3.9864 0.7701 4.4777 0.0 0.0 0.0 0.0002
H 1.5506 3.2649 5.3726 0.0 0.0 0.0 0.0004
H 3.1937 2.6921 5.6061 0.0 0.0 0.0 -0.0002
H 2.8236 3.7559 4.2348 0.0 0.0 0.0 0.0001
C 1.3151 4.5614 1.4912 0.1 -0.1 0.1 0.0050
Si -0.1726 4.7142 0.3434 0.0 0.1 0.1 0.0384
C -1.2768 5.7979 1.4509 -0.1 0.0 0.0 -0.0019
C 0.4123 5.7653 -1.1014 0.0 0.0 -0.2 -0.0030
N -0.9659 3.2615 -0.1181 -0.6 0.1 -0.8 -0.0109
C -2.2643 3.3067 -0.6171 0.4 0.2 0.2 0.0070
C -2.8959 4.4793 -1.0504 -0.1 0.0 -0.2 0.0096
C -4.2240 4.5234 -1.4697 0.1 0.0 0.1 0.0078
C -4.9623 3.3570 -1.4694 0.0 0.0 0.0 -0.0015
C -4.3514 2.1672 -1.0713 0.0 0.0 0.0 0.0092
C -3.0148 2.0823 -0.6546 -0.2 -0.1 -0.4 0.0183
N -2.3825 0.9012 -0.2501 -0.2 0.3 -0.2 -0.0481
Si -3.2908 -0.5486 -0.3744 -0.1 -0.3 0.1 0.0284
C -2.4234 -2.0600 0.2967 0.2 0.0 0.0 0.0365
C -4.9134 -0.4964 0.6410 0.1 -0.8 -1.6 0.0055
C -3.7809 -0.9760 -2.1436 0.0 0.1 -0.2 0.0002
H 1.7843 5.5503 1.5127 0.0 0.0 0.0 -0.0006
H 2.0691 3.8377 1.1938 0.0 0.1 0.0 0.0023
H 0.9925 4.3342 2.5095 0.0 0.1 -0.1 0.0009
H -0.7043 6.6664 1.7951 0.0 0.0 0.0 -0.0008
H -1.5695 5.2167 2.3324 0.0 0.0 0.0 0.0006
H -2.1903 6.1574 0.9792 0.0 0.0 0.0 0.0007
H 1.1962 6.4620 -0.7904 0.0 0.0 0.0 -0.0001
H -0.3948 6.3426 -1.5601 0.0 0.0 0.0 -0.0005
H 0.8367 5.0987 -1.8562 0.0 0.0 0.0 0.0003
H -2.3188 5.3922 -1.0878 0.0 0.0 0.0 0.0005
H -4.6592 5.4639 -1.7906 0.0 0.0 0.0 0.0010
H -6.0000 3.3489 -1.7855 0.0 0.0 0.0 0.0003
H -4.9505 1.2680 -1.1033 0.0 0.0 0.0 0.0029
H -1.8686 -1.8562 1.2143 -0.1 0.0 0.0 -0.0091
H -1.7113 -2.4613 -0.4230 0.1 0.0 0.0 -0.0138
H -3.1834 -2.8236 0.4952 0.0 0.0 0.0 0.0007
H -4.9037 0.3490 1.3362 1.1 -4.2 -2.3 -0.0018
H -5.0347 -1.4174 1.2183 -0.2 0.0 -1.3 -0.0003
H -5.8005 -0.3808 0.0121 0.0 0.0 -0.1 0.0001
H -2.9176 -0.8440 -2.7991 0.0 0.0 0.0 0.0001
H -4.5768 -0.3322 -2.5236 0.0 0.0 0.0 0.0006
H -4.1117 -2.0164 -2.2174 0.0 0.0 0.0 -0.0003
O -0.1368 -0.1599 -2.7836 0.1 0.0 0.4 0.1378
C -0.0650 0.3355 -1.7418 -0.5 0.2 -2.6 -0.1400
C 4.1716 -3.7850 -3.8748 0.0 -0.1 0.0 0.0009
Si 3.2060 -2.2951 -3.2199 0.1 0.1 0.0 -0.0015
C 2.2439 -1.6008 -4.6695 -0.1 0.0 -0.1 0.0015
C 4.5018 -1.0512 -2.7036 0.0 0.1 0.2 0.0033
Si 1.8256 -2.8989 -1.4308 0.1 -0.1 -0.2 0.0221
Te 1.1390 -1.1174 0.1132 0.7 -0.9 1.0 -0.0661
Si 3.1468 -4.1849 0.0045 0.0 0.0 0.2 -0.0078
C 3.6825 -5.8782 -0.6400 0.0 -0.1 -0.1 -0.0012
C 2.2431 -4.5357 1.6155 -0.1 0.0 0.1 0.0007
C 4.7220 -3.2587 0.4523 0.1 0.1 0.0 0.0010
Si 0.2501 -4.4002 -2.2552 -0.2 -0.1 0.0 -0.0007
C -1.0560 -3.5705 -3.3233 -0.1 0.1 0.0 0.0055
C 0.9605 -5.7782 -3.3359 0.1 0.0 -0.1 0.0011
C -0.6023 -5.3140 -0.8405 0.0 0.0 0.1 0.0008
H 4.7993 -3.4593 -4.7106 0.0 0.0 0.0 0.0000
H 3.5265 -4.5913 -4.2266 0.0 0.0 0.0 0.0000
H 4.8258 -4.2002 -3.1048 0.0 0.0 0.0 -0.0002
H 2.9300 -1.1848 -5.4138 0.0 0.0 0.0 0.0002
H 1.5722 -0.8088 -4.3384 0.0 0.0 0.0 -0.0004
H 1.6358 -2.3720 -5.1511 0.0 0.0 0.0 0.0002
H 5.1327 -0.7832 -3.5570 0.0 0.0 0.0 0.0001
H 5.1397 -1.4503 -1.9120 0.0 0.0 0.0 -0.0005
H 4.0376 -0.1402 -2.3202 0.0 0.0 0.0 -0.0021
H 2.8223 -6.5301 -0.8075 0.0 0.0 0.0 0.0001
H 4.3305 -6.3566 0.1011 0.0 0.0 0.0 -0.0002
H 4.2304 -5.8112 -1.5818 0.0 0.0 0.0 0.0001
H 1.4030 -5.2178 1.4619 0.0 0.0 0.0 -0.0004
H 1.8371 -3.6082 2.0241 0.0 0.0 0.0 0.0019
H 2.9238 -4.9796 2.3492 0.0 0.0 0.0 0.0003
H 5.4350 -3.2493 -0.3761 0.0 0.0 0.0 0.0000
H 5.2066 -3.7163 1.3201 0.0 0.0 0.0 0.0001
H 4.4846 -2.2195 0.6935 0.0 0.0 0.0 0.0002
H -0.7278 -3.5308 -4.3656 0.0 0.0 0.0 0.0002
H -1.2469 -2.5450 -3.0098 0.0 0.0 0.0 -0.0033
H -2.0016 -4.1184 -3.2784 0.0 0.0 0.0 0.0003
H 1.3956 -5.3926 -4.2598 0.0 0.0 0.0 0.0001
H 0.1444 -6.4569 -3.6049 0.0 0.0 0.0 0.0002
H 1.7320 -6.3549 -2.8232 0.0 0.0 0.0 -0.0001
H -0.8058 -4.6558 0.0051 0.0 0.0 0.0 0.0001
H 0.0318 -6.1305 -0.4813 0.0 0.0 0.0 0.0001
H -1.5526 -5.7391 -1.1773 0.0 0.0 0.0 0.0003
F 2.5089 1.4946 -2.1642 0.0 -0.1 0.0 0.0140
C 2.4755 2.6768 -1.4124 0.1 0.2 0.0 0.0050
F 1.7944 2.2207 -0.1713 -0.1 -0.3 -0.2 -0.0813
C 3.9142 2.7940 -0.8940 0.0 -0.1 0.1 -0.0091
F 4.7995 2.6511 -1.9052 0.0 0.1 0.0 -0.0001
F 4.3143 1.9207 0.0773 0.0 0.0 -0.1 0.0000
F 4.1376 4.0239 -0.3626 0.0 0.0 0.0 -0.0004
```
Forces are in eV/Å.

The calculation puts the HOMO-LUMO gap (alpha / beta) at 5.0 / 5.6 eV. The LUMO energy (alpha / beta) is 4.11 / 4.11 eV. For the energy above the lowest of the compared OMol25 structures with the same formula, charge and spin, the calculation gives 12.5 kcal per mole. The value obtained for the HOMO energy (alpha / beta) is -0.934 / -1.466 eV. Its total charge is -2. As for the spin multiplicity: 4.


This record from the Open Molecules 2025 dataset describes the ion C4H7F2N2 with charge +1 in a non-equilibrium geometry. The level of theory is ωB97M-V/def2-TZVPD.

```
15
Properties=species:S:1:pos:R:3:forces:R:3:mulliken_charge:R:1
C 0.8499 -2.3212 1.2844 -1.7 1.9 0.7 -0.1367
N 0.1669 -1.3616 0.8232 0.8 -2.0 1.0 0.0002
C -0.3812 -0.4440 0.1789 -0.2 0.9 -2.9 0.2261
N -1.6264 -0.4520 -0.3653 0.5 1.5 0.4 -0.3287
C 0.6753 0.7151 -0.3773 -3.4 -0.6 -0.9 0.9527
C -0.0100 2.0241 -0.4792 1.8 2.1 -1.6 -1.3002
F 1.6913 0.7423 0.3942 2.3 -0.3 1.6 -0.2576
F 1.0249 0.2647 -1.6099 0.1 -0.3 0.3 -0.2703
H 1.1994 -3.1027 0.6804 0.7 -0.9 -1.1 0.3025
H 0.9581 -2.3839 2.3569 0.2 0.0 0.2 0.2765
H -2.0174 0.4525 -0.6361 0.5 -0.4 0.1 0.2046
H -2.1976 -1.2017 -0.7205 0.4 -0.7 0.7 0.2271
H 0.8756 2.8673 -0.6968 -2.6 -2.2 0.3 0.3452
H -0.7670 1.9483 -1.3061 0.8 0.6 0.8 0.3745
H -0.4417 2.2529 0.4731 -0.4 0.4 0.5 0.3842
```
Forces are in eV/Å.

The calculation puts the HOMO-LUMO gap at 10.6 eV. The LUMO energy is -4.83 eV. For the energy above the lowest of the compared OMol25 structures with the same formula, charge and spin, the calculation gives 26.1 kcal per mole. The value obtained for the HOMO energy is -15.419 eV. Its total charge is +1. As for the SMILES: C=NC(=[NH2+])C(C)(F)F.